# 1
15
Properties=species:S:1:pos:R:3:forces:R:3:mulliken_charge:R:1 method="wB97M-V/def2-TZVPD" total_energy_ev=-9764.5439 lumo_energy_ev="-0.108 / -0.108"
C 1.98051 -0.67621 0.46678 0.65 -0.26 -0.11 0.117
C -0.01252 0.87120 0.57034 0.18 1.06 2.24 0.156
C 0.78345 -0.29801 -0.11988 -0.15 3.17 -2.23 0.906
C -1.52480 0.72495 0.60678 -0.92 3.43 1.71 -1.393
C 0.07713 -1.31035 -0.91267 -0.26 -3.57 0.31 -1.302
N 3.04487 -0.99350 0.72886 1.18 -0.37 0.74 -0.468
N 0.47215 1.89726 -0.38878 -0.30 -0.30 0.09 -0.192
N 1.14480 1.25335 -1.18773 -0.76 -2.13 2.39 -0.233
H 0.27780 1.12890 1.69117 0.06 -0.52 -2.39 0.379
H -1.83362 0.42700 -0.33884 -1.03 -0.63 -1.62 0.378
H -2.10021 1.82413 0.83266 1.84 -3.05 -0.55 0.300
H -1.86039 0.02515 1.38151 0.18 0.15 -0.25 0.327
H 0.71601 -2.07192 -1.54563 -0.87 1.72 1.59 0.326
H -0.59084 -0.86219 -1.59638 -0.79 0.56 -0.75 0.419
H -0.57434 -1.93976 -0.18819 0.96 0.72 -1.15 0.279

# 2
74
Properties=species:S:1:pos:R:3:forces:R:3:mulliken_spin:R:1 method="wB97M-V/def2-TZVPD" total_charge=-2 total_energy_ev=-99938.1842 multiplicity=6 lumo_energy_ev="3.554 / 2.667"
Ru 0.80946 0.73473 -1.40276 -0.44 0.38 0.06 3.328
Te 2.40048 2.60639 -3.99461 0.31 -0.06 -0.01 0.331
Te 4.01876 4.11338 -5.37350 -0.25 -0.11 0.08 0.580
Te 6.00323 3.63286 -2.12573 -0.12 -0.04 0.23 0.119
Te 3.89310 2.04339 -1.65557 0.20 -0.02 -0.42 0.063
C -3.05347 2.71063 -0.53668 0.00 0.00 0.00 0.017
C -3.22285 1.89428 0.71455 0.00 0.02 0.01 0.001
C -4.08427 2.35005 1.70921 0.01 0.01 -0.01 -0.005
C -4.29375 1.63633 2.87933 0.00 0.00 0.00 0.017
C -3.63253 0.43370 3.07057 0.00 0.00 0.00 -0.009
C -2.77313 -0.03837 2.08932 -0.01 0.00 -0.01 0.025
C -2.55534 0.67156 0.90749 0.01 -0.01 0.04 0.009
P -1.35523 0.05502 -0.34242 0.06 -0.07 -0.08 -0.233
C -0.68441 -1.43475 0.44956 -0.05 -0.04 -0.02 -0.020
C 0.51792 -1.13679 1.33908 0.10 -0.12 -0.01 0.069
C 1.44028 -2.35790 1.51029 0.02 -0.01 -0.05 -0.009
C 0.65682 -3.62543 1.67919 0.04 -0.01 0.05 0.008
C -0.53867 -3.76531 1.12232 -0.03 -0.01 -0.01 -0.002
C -1.17168 -2.68335 0.35666 0.01 0.05 0.02 -0.016
C -2.36051 -3.07972 -0.47645 -0.01 -0.01 0.01 0.020
C -2.40659 -0.27292 -1.78590 -0.02 0.00 0.01 0.142
C -3.79737 -0.31539 -1.76860 0.00 0.03 0.00 0.006
C -4.51775 -0.31995 -2.95219 0.00 0.00 0.01 0.004
C -3.83261 -0.27720 -4.16302 0.01 0.00 -0.01 0.012
C -2.44841 -0.25920 -4.18444 -0.01 -0.01 -0.01 -0.031
C -1.70058 -0.27381 -3.00149 0.00 -0.04 0.00 -0.249
C -0.22119 -0.32574 -2.98854 0.18 -0.01 0.00 0.554
H -3.26447 3.76193 -0.33410 0.00 0.00 0.00 0.000
H -3.73702 2.36964 -1.31832 0.00 -0.02 0.00 0.001
H -2.04157 2.63846 -0.93449 0.00 0.01 0.00 0.011
H -4.59380 3.29608 1.55876 0.00 0.00 0.00 -0.001
H -4.96463 2.02220 3.63796 0.00 0.00 0.00 0.002
H -3.77974 -0.13796 3.97903 0.00 0.00 0.00 0.000
H -2.26538 -0.98404 2.23466 0.01 0.00 0.00 0.005
H 0.13833 -0.83742 2.32722 0.02 -0.04 0.02 0.010
H 2.00730 -2.47488 0.57854 -0.03 0.00 0.00 0.000
H 1.14147 -4.46272 2.16895 0.00 0.01 0.00 0.001
H -1.05277 -4.71916 1.15841 0.00 0.00 0.00 0.000
H -2.55123 -4.14788 -0.37110 0.00 0.00 0.01 0.001
H -2.17605 -2.88141 -1.53108 0.00 -0.02 -0.01 0.001
H -3.26181 -2.53862 -0.18158 0.00 0.01 -0.01 -0.003
H -4.32183 -0.31367 -0.81885 0.00 0.00 0.00 0.001
H -5.60097 -0.33860 -2.93287 0.00 0.00 0.00 0.000
H -4.38433 -0.26426 -5.09646 0.00 0.00 0.00 0.001
H -1.92016 -0.24430 -5.13094 0.00 0.00 0.00 0.000
H 0.20369 -0.10451 -3.97153 -0.04 0.02 -0.02 -0.037
H 0.11628 -1.33385 -2.71076 0.01 0.00 0.00 -0.094
F 2.15445 -2.34292 -2.04611 -0.01 -0.11 0.06 0.021
B 1.83928 -3.71711 -1.98483 0.02 -0.03 -0.02 0.004
F 2.42218 -4.28195 -0.82510 -0.01 0.01 -0.03 0.001
F 0.43309 -3.86590 -1.91665 -0.02 0.00 -0.01 0.001
F 2.32763 -4.37907 -3.12324 -0.01 0.02 0.00 0.000
S 1.56346 0.26948 0.77896 -0.07 0.16 0.13 0.271
C 2.42298 -2.14139 2.63668 0.01 0.00 -0.02 -0.003
C 3.75660 -1.85036 2.36628 -0.01 0.00 0.00 -0.001
C 4.65706 -1.63117 3.39837 0.00 0.00 0.01 0.006
C 4.23792 -1.70030 4.72057 0.00 0.00 -0.01 0.001
C 2.91041 -1.99217 5.00181 -0.01 0.00 -0.01 0.000
C 2.01341 -2.21190 3.96529 0.00 0.00 0.02 0.007
H 4.07598 -1.78388 1.33363 0.00 0.00 0.00 0.004
H 5.68908 -1.39696 3.16692 0.00 0.00 0.00 0.000
H 4.94073 -1.52507 5.52663 0.00 0.00 0.00 0.000
H 2.57202 -2.04730 6.03020 0.00 0.00 0.00 0.000
H 0.97607 -2.44020 4.18684 0.00 0.00 0.00 0.000
N 3.77519 5.37179 0.36839 -0.08 0.30 0.13 0.007
C 2.71819 5.05965 -0.39517 -0.06 -0.10 -0.17 0.005
N 2.78218 5.39285 -1.70308 -0.10 -0.08 0.04 0.000
N 1.66492 4.51440 0.20298 0.06 -0.11 0.03 0.005
C 0.88451 3.79822 -0.56114 -0.13 0.32 -0.19 0.000
N 0.19198 3.15852 -1.24781 0.18 -0.18 0.09 0.022
H 4.65339 5.52643 -0.10737 0.10 -0.15 0.01 0.000
H 3.79792 4.90220 1.25703 0.09 -0.06 -0.01 0.001
H 3.70274 5.30413 -2.13725 0.05 0.07 0.05 0.003
H 2.05560 4.98845 -2.27992 -0.02 0.04 0.03 0.011

# 3
88
Properties=species:S:1:pos:R:3:forces:R:3:mulliken_charge:R:1 method="wB97M-V/def2-TZVPD" total_charge=+3 total_energy_ev=-69809.3093 lumo_energy_ev=-10.290
W 0.05820 0.19032 1.12425 -0.14 2.48 -3.07 1.789
C -1.50130 0.70512 2.70545 -0.12 -0.36 0.97 -0.317
C -0.50650 -0.08498 3.35735 -0.24 0.92 0.60 -0.505
C 0.70750 0.65522 3.33345 -0.07 0.18 0.61 -0.942
C 0.48070 1.89212 2.65575 0.24 -0.18 0.90 -0.821
C -0.89070 1.93952 2.31235 -0.03 -0.43 0.36 -0.497
H -2.56970 0.53042 2.78905 0.30 -0.19 -0.43 0.735
H -0.72920 -0.91978 4.01345 0.20 -0.25 -0.55 0.695
H 1.58380 0.42812 3.93705 -0.01 -0.16 -0.53 0.936
H 1.17310 2.72672 2.61955 0.08 -0.31 -0.29 0.604
H -1.42200 2.82982 2.00125 0.13 -0.29 -0.50 0.869
C 4.18990 -0.25048 2.49755 -0.23 0.20 -0.29 -1.319
Sb 2.51140 -1.04558 1.41885 0.97 -1.15 1.48 0.542
C 3.60900 -2.38378 0.12935 -0.25 0.35 -0.25 -1.301
C 1.94000 -2.55858 2.94575 0.02 0.42 -0.29 -0.853
C 2.02800 -3.95478 2.44945 -0.11 -0.24 0.00 0.298
C 3.18340 -4.69188 2.70845 -0.23 0.06 -0.09 -0.604
C 3.30040 -6.00508 2.29645 -0.02 -0.01 -0.10 -0.746
C 2.26950 -6.58998 1.57715 0.04 -0.03 -0.05 -0.799
C 1.11700 -5.87048 1.31515 0.07 0.07 -0.02 -0.825
C 0.96160 -4.55948 1.76265 0.28 0.03 -0.05 1.001
C -0.36470 -3.89408 1.56595 -0.08 0.34 -0.04 -1.450
Sb -0.44690 -2.24658 0.09885 -0.64 -2.75 -0.06 0.544
C 0.70510 -3.23438 -1.45665 0.11 0.31 0.17 -1.311
C -2.35940 -2.59528 -0.79905 0.01 0.33 0.20 -1.399
H 4.90180 0.18422 1.80445 0.04 0.11 -0.10 0.422
H 4.66200 -1.09658 2.98735 -0.04 -0.15 0.04 0.435
H 3.91420 0.49312 3.24085 -0.08 0.01 -0.02 0.475
H 4.56260 -2.56988 0.62225 -0.07 0.14 0.16 0.467
H 3.80350 -1.94258 -0.84815 -0.08 -0.02 0.04 0.461
H 3.07750 -3.33058 0.03825 -0.06 0.14 0.02 0.324
H 0.92840 -2.31548 3.27775 0.18 0.04 0.02 0.002
H 2.63480 -2.41958 3.77295 -0.04 0.17 0.03 0.904
H 3.98880 -4.23848 3.26685 0.09 0.08 0.10 0.471
H 4.18810 -6.56388 2.54435 0.10 -0.10 -0.03 0.444
H 2.35280 -7.60708 1.22755 0.02 -0.11 0.02 0.453
H 0.30880 -6.34568 0.78015 -0.13 -0.09 -0.05 0.438
H -0.77420 -3.52808 2.51175 -0.02 0.10 -0.15 0.556
H -1.07070 -4.61678 1.16165 -0.11 0.04 -0.04 0.718
H 0.03870 -3.44648 -2.29385 -0.08 0.21 0.13 0.624
H 1.06260 -4.18448 -1.05455 -0.01 0.13 0.16 0.402
H 1.54980 -2.63948 -1.80145 -0.06 -0.07 0.03 0.269
H -2.34600 -3.57288 -1.27725 0.17 -0.01 0.03 0.517
H -2.56290 -1.82578 -1.54455 0.00 -0.04 0.07 0.374
H -3.14280 -2.59608 -0.04375 0.02 0.06 0.02 0.419
C -0.51950 1.43582 -2.90185 -0.23 -0.30 0.22 -0.937
S 0.56260 0.16322 -2.18375 -0.14 1.06 -1.24 0.631
O 0.99610 0.66592 -0.77205 -0.34 -0.40 1.23 -0.723
C 1.95360 0.57202 -3.25715 0.03 -0.30 0.20 0.642
C 1.86990 0.13382 -4.57235 -0.11 -0.13 0.08 -0.464
C 2.85020 0.51592 -5.47255 -0.04 0.03 0.08 -0.840
C 3.90500 1.31082 -5.04725 0.03 -0.02 0.04 -0.545
C 3.98600 1.72272 -3.72685 -0.06 -0.02 -0.03 -0.751
C 3.00490 1.35372 -2.81925 -0.05 0.04 0.31 -0.428
H -0.08690 2.41782 -2.73655 0.16 0.00 0.02 0.344
H -1.50880 1.36262 -2.46395 0.07 -0.04 0.00 -0.073
H -0.57490 1.22262 -3.96515 0.12 -0.09 -0.12 0.788
H 1.05350 -0.49648 -4.89235 -0.12 -0.09 -0.11 0.486
H 2.78420 0.20202 -6.50265 0.01 -0.08 -0.06 0.455
H 4.67450 1.59952 -5.74415 0.07 0.06 -0.11 0.446
H 4.80370 2.34552 -3.40225 0.12 0.03 0.05 0.461
H 3.06180 1.66902 -1.78855 -0.01 0.09 0.10 0.430
C -4.78330 4.06912 0.62875 -0.36 0.84 0.21 -1.198
N -4.24770 2.77282 0.29555 -0.18 -0.61 -0.15 -0.239
N -2.96310 2.55932 -0.13335 0.31 -0.53 0.13 0.874
C -2.69690 1.21842 -0.00835 -0.60 -0.26 0.42 -0.008
O -1.54270 0.67382 -0.24635 0.75 0.38 -0.02 -0.606
C -3.86360 0.60222 0.44165 0.11 0.32 -0.12 -1.167
C -4.80860 1.59932 0.62745 0.49 -0.22 -0.25 0.484
C -6.19960 1.46812 1.09425 -0.35 0.11 0.10 -1.764
C -2.17890 3.58702 -0.72825 0.40 0.52 -0.26 0.156
C -2.78320 4.55812 -1.52545 0.04 -0.22 0.03 -0.325
C -2.04300 5.63372 -1.98985 0.02 -0.01 0.06 -0.776
C -0.69640 5.74052 -1.68155 -0.01 -0.08 -0.05 -0.774
C -0.07220 4.71552 -0.98965 -0.03 -0.03 0.01 -0.961
C -0.80250 3.63762 -0.51585 0.07 -0.23 0.32 0.294
H -3.97790 4.79792 0.71345 -0.12 -0.10 0.01 0.477
H -5.29530 4.00022 1.59055 0.11 -0.03 -0.09 0.416
H -5.50480 4.41362 -0.11395 0.12 -0.03 -0.02 0.386
H -3.98350 -0.44758 0.61205 -0.10 -0.18 0.05 0.507
H -6.45190 0.41692 1.19945 -0.02 0.00 0.02 0.415
H -6.88780 1.91782 0.37965 -0.05 0.01 -0.05 0.384
H -6.36780 1.96022 2.05255 0.05 0.01 0.06 0.408
H -3.82400 4.47402 -1.79235 -0.15 0.02 0.01 0.633
H -2.52080 6.39462 -2.58715 -0.08 0.05 -0.04 0.468
H -0.13250 6.60422 -1.99335 0.07 0.08 -0.12 0.463
H 0.99030 4.76012 -0.80655 0.11 0.00 0.04 0.496
H -0.28440 2.82602 -0.00585 -0.23 0.42 -0.14 0.535

# 4
18
Properties=species:S:1:pos:R:3:forces:R:3:mulliken_charge:R:1 method="wB97M-V/def2-TZVPD" total_charge=+1 total_energy_ev=-6860.9659 lumo_energy_ev=-4.676
C -2.81002 0.00092 -1.91687 0.04 0.54 -1.63 -0.532
C -1.61856 0.38389 -1.46272 -0.25 1.81 0.13 -0.395
C 2.14469 0.16633 2.31837 0.67 -1.45 -1.24 -0.980
C 0.69920 -0.61663 -1.15760 0.41 -0.95 0.65 -0.921
C -0.52778 -0.04404 -0.57329 0.23 -0.77 0.84 0.833
N -0.53931 0.18996 0.70543 -2.28 -0.10 -3.40 -0.107
H -3.29137 0.71224 -2.73441 0.76 -1.79 2.14 0.236
H -3.22038 -0.99179 -1.71456 -0.14 0.46 -0.10 0.289
H -1.34342 1.41214 -1.75209 0.16 -0.28 -0.18 0.276
H 2.62815 -0.63884 1.62375 -1.18 1.86 0.68 0.190
H 2.90865 0.80525 2.69086 0.63 1.01 -0.37 0.303
H 1.23536 0.72532 2.01473 1.48 -0.14 0.17 0.175
H 0.41436 -1.43265 -1.86545 0.55 1.06 0.09 0.365
H 1.32657 -1.04921 -0.35438 -0.39 0.09 -0.38 0.272
H 1.30390 0.22383 -1.52034 -0.21 -0.34 -0.76 0.309
H -1.35440 0.50848 1.10596 -2.55 1.15 0.73 0.263
H 0.09056 0.02635 1.39965 2.95 -1.21 1.36 0.067
H 1.95382 -0.38154 3.19295 -0.90 -0.95 1.26 0.356

# 5
10
Properties=species:S:1:pos:R:3:forces:R:3:mulliken_charge:R:1 method="wB97M-V/def2-TZVPD" total_energy_ev=-7951.2121 lumo_energy_ev=0.751
C 0.95241 0.84292 -0.59852 -0.18 1.30 0.12 -0.622
C 0.29720 0.20838 0.33498 4.21 0.46 2.14 0.586
C -0.92294 -0.53097 0.54890 0.23 -1.82 1.07 -0.950
O 1.50621 -0.01621 1.71241 -3.59 -0.94 -1.45 -0.291
F 2.62358 0.77171 1.54292 0.47 0.68 -0.59 -0.159
H 1.94183 1.29048 -0.42167 -0.45 -0.64 0.03 0.297
H 0.44233 1.23886 -1.46416 -0.20 -0.38 -0.30 0.254
H -1.54320 -0.30639 1.43412 0.54 0.21 -0.44 0.284
H -1.47139 -0.41928 -0.35139 -0.88 0.34 -0.85 0.340
H -0.67694 -1.62508 0.56117 -0.15 0.80 0.27 0.261

# 6
68
Properties=species:S:1:pos:R:3:forces:R:3:mulliken_spin:R:1 method="wB97M-V/def2-TZVPD" total_charge=-2 total_energy_ev=-178420.0947 multiplicity=2 lumo_energy_ev="3.245 / 3.232"
Rb -0.09313 -0.36692 -0.47565 -0.05 -0.11 -0.02 0.014
I -3.53088 0.96945 -1.10121 0.03 0.01 -0.04 0.020
C -1.90241 0.98437 -4.45753 -0.22 0.10 0.09 0.842
I 0.01772 0.30699 -4.42282 0.06 -0.04 -0.03 0.089
H -2.07020 2.01958 -4.20786 0.09 0.05 -0.04 0.030
H -2.68062 0.27852 -4.21966 0.03 -0.11 -0.04 0.022
C -3.39144 3.12776 2.26288 -0.01 -0.03 -0.07 0.000
C -2.31827 3.66768 1.32659 0.00 0.00 0.02 0.000
S -0.91249 2.55313 1.05101 -0.04 0.05 0.10 -0.004
C 0.46529 3.43252 1.81006 -0.01 0.02 0.00 0.000
C 0.52170 3.44495 3.33293 0.01 -0.01 -0.01 0.000
S 0.67691 1.78430 4.05021 0.04 0.02 -0.01 0.000
C -0.84781 1.55543 4.99903 -0.07 0.02 0.01 0.000
C -2.16480 1.46836 4.22895 0.07 0.00 0.01 0.000
S -2.96482 3.09375 4.02074 0.01 0.01 0.02 0.000
H -3.70526 2.13461 1.93696 0.01 0.03 0.01 0.000
H -4.27171 3.77206 2.19943 0.00 0.00 0.00 0.000
H -1.93089 4.62051 1.69410 0.00 0.00 -0.01 0.000
H -2.77436 3.82210 0.34715 -0.01 0.00 -0.01 -0.001
H 0.48533 4.46129 1.43473 0.00 -0.01 0.00 0.000
H 1.34722 2.92640 1.41175 0.00 -0.01 0.00 0.000
H -0.36148 3.92216 3.75219 -0.03 0.01 0.03 0.000
H 1.39867 4.01796 3.64533 0.00 -0.01 0.00 0.000
H -0.91448 2.30833 5.78857 0.01 0.00 -0.02 0.000
H -0.67069 0.59592 5.48934 0.00 -0.02 0.01 0.000
H -2.85418 0.82362 4.77653 -0.01 0.01 0.00 0.000
H -2.00895 1.03896 3.24283 0.02 -0.01 -0.03 0.000
Cl 7.00914 0.96066 -3.11654 0.01 0.01 0.00 0.000
C 5.61912 0.69046 -2.07842 -0.03 -0.08 -0.09 0.000
C 5.51258 1.38126 -0.90377 0.08 0.11 0.11 0.000
C 4.43554 1.17765 -0.04799 -0.07 -0.10 -0.02 0.000
I 4.31623 2.27179 1.72292 0.03 0.01 0.04 0.000
C 3.39167 0.24366 -0.29242 -0.03 0.17 0.18 -0.002
O 2.45560 0.00790 0.49549 0.05 0.04 0.04 0.001
C 3.49732 -0.42312 -1.60248 -0.02 -0.06 -0.17 -0.001
N 2.46262 -1.22180 -1.95332 0.13 0.00 0.14 0.006
C 2.51465 -1.88500 -3.08259 0.01 0.00 -0.07 -0.001
C 3.59544 -1.79431 -3.97672 0.04 0.06 0.04 -0.001
C 4.63332 -0.95764 -3.66872 -0.07 -0.06 -0.01 0.002
C 4.61352 -0.22789 -2.45988 -0.06 -0.02 -0.09 -0.004
H 6.28361 2.09260 -0.63492 -0.01 0.00 -0.01 0.000
H 1.66396 -2.51898 -3.31425 0.00 -0.01 0.01 0.000
H 3.59165 -2.36965 -4.89360 0.00 0.00 0.00 0.001
H 5.47491 -0.84517 -4.33923 0.00 0.00 0.00 0.000
Cl -2.99001 -5.15601 5.68392 -0.02 -0.03 0.01 0.000
C -2.31033 -4.54745 4.22704 0.05 0.07 -0.03 0.000
C -1.61877 -3.32044 4.24236 -0.03 -0.07 0.00 0.000
Cl -1.47485 -2.43070 5.71123 0.00 0.01 0.02 0.000
C -1.06739 -2.80242 3.08465 0.01 -0.06 -0.19 0.000
Cl -0.24434 -1.29444 3.01261 -0.01 -0.09 0.05 0.000
C -1.21856 -3.55399 1.92657 0.03 0.29 0.16 0.000
O -0.74712 -3.13756 0.70532 0.03 -0.10 -0.09 0.000
C -1.87206 -4.75528 1.89252 -0.01 -0.06 0.17 0.000
Cl 0.12111 -7.05980 3.27003 0.00 0.02 -0.02 0.000
C -2.43968 -5.26912 3.05332 -0.03 -0.01 -0.11 0.000
Cl -3.34287 -6.72278 2.96998 -0.01 0.01 0.01 0.000
S -1.78961 -5.35195 0.26327 -0.03 -0.01 -0.03 0.000
C -0.96796 -3.96996 -0.32179 0.01 -0.02 0.05 0.000
C 2.48038 3.81862 -2.26034 -0.04 0.02 -0.04 -0.001
C 1.21753 3.04835 -1.96696 -0.01 -0.05 0.08 -0.001
C -0.10002 3.64274 -2.39419 0.02 -0.01 -0.04 0.001
O 1.27162 1.97562 -1.41285 -0.01 0.04 -0.12 -0.006
H 2.52467 4.07999 -3.32057 0.00 -0.01 0.00 0.000
H 3.34270 3.21766 -1.97722 0.02 0.02 0.00 0.000
H 2.47512 4.75483 -1.69660 0.02 0.00 0.02 0.000
H -0.14108 4.71338 -2.18373 0.01 0.00 0.02 0.000
H -0.91587 3.11858 -1.89801 -0.04 0.01 -0.02 -0.006
H -0.19726 3.51745 -3.47770 0.03 0.01 0.01 0.002